Below is a molecular structure, C48H49As2CuF3N2O2SbSi at a distorted geometry, with properties calculated with the ωB97M-V functional and the def2-TZVPD basis.

Calculated values
**⟨S²⟩**: 0.79
**Energy relative to the best compared isomer or geometry (same formula, charge and spin)**: 43.90 kcal per mole
**Kohn-Sham gap (alpha / beta)**: 7.515 / 7.349 eV

The geometry in ORCA input format:
```
! wB97M-V def2-TZVPD RIJCOSX def2/J DEFGRID3
* xyz 1 2
Cu 0.5715 0.8738 -0.4248
C 2.0497 -4.0309 0.7375
O 1.5778 -3.0566 -0.1888
C 0.9387 -1.9130 0.2891
O 0.6801 -1.1465 -0.8293
N -0.3177 -2.2756 0.9729
N -1.4788 -1.6717 0.3554
H 3.1397 -4.0583 0.7032
H 1.6631 -5.0040 0.4261
H 1.7206 -3.8143 1.7530
H -0.4188 -3.2833 0.8768
H -1.6893 -0.8298 0.8989
H -2.2516 -2.3162 0.4824
C 0.5739 2.3744 -4.2954
As 0.8078 2.1944 -2.3669
C 2.5520 3.0884 -2.2483
C -0.2564 3.6730 -1.6657
C -1.0147 4.4653 -2.5202
C -1.6672 5.5995 -2.0694
C -1.5342 5.9848 -0.7474
C -0.8166 5.1830 0.1229
C -0.2039 4.0102 -0.3062
As 0.5890 2.7981 1.0102
C 2.1320 3.8392 1.6395
C -0.5578 3.1076 2.5677
H -0.4424 2.1183 -4.5935
H 1.2594 1.6755 -4.7824
H 0.8139 3.3877 -4.6240
H 2.4909 4.1399 -2.5363
H 3.2441 2.5736 -2.9182
H 2.9468 3.0247 -1.2312
H -1.1144 4.1800 -3.5593
H -2.2650 6.1853 -2.7519
H -2.0039 6.8894 -0.3913
H -0.7295 5.4840 1.1605
H 1.8020 4.8397 1.9337
H 2.9098 3.9368 0.8808
H 2.5604 3.3385 2.5119
H -0.6409 4.1683 2.8082
H -0.1385 2.5964 3.4382
H -1.5528 2.7010 2.3807
C -3.0886 0.9836 -4.1569
C -2.4105 0.0298 -4.8993
C -1.4232 -0.7323 -4.3015
C -1.1134 -0.5895 -2.9526
C -1.7922 0.3869 -2.2261
C -2.7588 1.1776 -2.8238
Si -0.0203 -1.9290 -2.1847
C 1.4189 -2.3597 -3.3342
C 1.5099 -3.6148 -3.9319
C 2.5212 -3.9021 -4.8298
C 3.4577 -2.9336 -5.1491
C 3.3887 -1.6797 -4.5590
C 2.3755 -1.3981 -3.6607
C -1.2022 -3.3825 -1.8850
C -2.5731 -3.2403 -2.1098
C -3.4505 -4.2784 -1.8538
C -2.9814 -5.4943 -1.3833
C -1.6203 -5.6677 -1.2040
C -0.7471 -4.6233 -1.4475
H -3.8865 1.5537 -4.6083
H -2.6697 -0.1330 -5.9344
H -0.8893 -1.4714 -4.8792
H -1.5830 0.4982 -1.1625
H -3.2842 1.9220 -2.2418
H 0.7779 -4.3698 -3.6865
H 2.5734 -4.8814 -5.2815
H 4.2391 -3.1547 -5.8590
H 4.1240 -0.9258 -4.8036
H 2.3150 -0.4145 -3.1936
H -2.9602 -2.3056 -2.4873
H -4.5064 -4.1348 -2.0246
H -3.6675 -6.2985 -1.1639
H -1.2353 -6.6216 -0.8797
H 0.3099 -4.7661 -1.3013
F 0.3867 0.8354 9.3772
C 0.2854 0.4664 8.0890
C 1.1550 1.0186 7.1640
C 1.0219 0.6584 5.8358
C 0.0483 -0.2503 5.4433
C -0.8031 -0.7960 6.3927
C -0.6906 -0.4447 7.7247
Sb -0.3676 -0.5669 3.3530
C 1.5748 -1.2572 2.7172
C 1.8647 -1.0785 1.2705
C 3.2826 -1.3166 0.8976
C 4.1697 -1.7736 1.8155
F 5.4319 -2.0392 1.4208
C 3.8445 -1.9633 3.1656
C 2.5434 -1.6624 3.5863
C -1.3345 -2.4989 3.5447
C -0.6104 -3.6451 3.8320
C -1.1605 -4.8979 3.6221
C -2.4610 -4.9853 3.1533
F -2.9872 -6.1978 2.8965
C -3.2299 -3.8579 2.9299
C -2.6495 -2.6153 3.1182
H 1.9052 1.7236 7.4865
H 1.6842 1.0920 5.0948
H -1.5689 -1.4967 6.0858
H -1.3525 -0.8547 8.4714
H 1.5904 -0.0252 0.9989
H 3.5673 -1.1899 -0.1354
H 4.6002 -2.3099 3.8472
H 2.3034 -1.7516 4.6388
H 0.3990 -3.5606 4.2113
H -0.5958 -5.8024 3.7910
H -4.2504 -3.9623 2.5947
H -3.2313 -1.7222 2.9258
*
```

Here are the Mulliken charges for atoms 1 to 5, given in e: number 1, Cu, carries -0.23; number 2, C, carries -0.71; number 3, O, carries -0.41; number 4, C, carries 0.80; number 5, O, carries 0.11

Below is a molecular structure, C48H49HfN5S2Se3Si, with properties calculated with the ωB97M-V functional and the def2-TZVPD basis.

Calculated values
**Energy relative to the best compared isomer or geometry (same formula, charge and spin)**: 56.90 kcal per mole
**Kohn-Sham gap**: 7.197 eV

The geometry in ORCA input format:
```
! wB97M-V def2-TZVPD RIJCOSX def2/J DEFGRID3
* xyz 0 1
Hf 0.4171 1.1950 -0.1892
Se -2.6440 0.7503 -3.3843
Se -2.0663 -0.1021 -1.3033
C -1.4533 -1.8375 -1.9462
C -2.3991 -2.8430 -2.0967
C -1.9637 -4.0686 -2.5736
C -0.6205 -4.2310 -2.8747
C 0.2351 -3.1551 -2.6797
N -0.1733 -1.9751 -2.2219
C -0.8494 0.9757 -4.0542
C -0.7164 1.5733 -5.3035
C 0.5616 1.6890 -5.8182
C 1.6360 1.2022 -5.0811
C 1.3850 0.6465 -3.8397
N 0.1574 0.5416 -3.3329
H -3.4390 -2.6682 -1.8570
H -2.6636 -4.8836 -2.7064
H -0.2389 -5.1712 -3.2494
H 1.2946 -3.2393 -2.8954
H -1.5795 1.9383 -5.8450
H 0.7183 2.1548 -6.7827
H 2.6496 1.2668 -5.4516
H 2.1845 0.2882 -3.1998
C -4.3271 -2.3445 1.1821
C -4.1286 -2.6061 2.6749
C -3.5592 -4.0233 2.8365
C -5.4896 -2.5181 3.3750
C -3.1517 -1.6107 3.3000
C -2.9007 -1.6621 4.6866
C -1.9749 -0.8443 5.2973
C -1.2547 0.0465 4.5009
S 0.0237 1.1367 4.9255
C 0.1572 1.5960 3.2502
N -0.6798 1.0206 2.4473
C -1.4914 0.1216 3.1322
C -2.4578 -0.6916 2.5378
C 1.2206 2.4794 2.7628
C 1.9309 3.2877 3.6523
C 2.9892 4.0456 3.1919
C 3.3379 3.9737 1.8458
C 2.6080 3.1798 0.9758
C 1.5083 2.4175 1.3987
H -5.0315 -3.0748 0.7780
H -3.3868 -2.4488 0.6351
H -4.7276 -1.3468 0.9887
H -4.2648 -4.7590 2.4430
H -3.3706 -4.2637 3.8842
H -2.6162 -4.1255 2.2942
H -6.2002 -3.1914 2.8909
H -5.8908 -1.5039 3.3251
H -5.4278 -2.8046 4.4257
H -3.4382 -2.3775 5.2962
H -1.8023 -0.9061 6.3637
H -2.6109 -0.6061 1.4733
H 1.6550 3.3252 4.7005
H 3.5434 4.6791 3.8719
H 4.1837 4.5417 1.4759
H 2.9037 3.1503 -0.0656
N -0.9322 -8.0751 3.9840
C -0.7448 -7.0467 3.5063
C -0.5097 -5.7558 2.9078
C -0.4300 -5.6360 1.5218
C -0.2165 -4.3952 0.9506
C -0.0857 -3.2600 1.7554
C -0.1650 -3.3930 3.1451
C -0.3731 -4.6327 3.7195
C 0.0528 -1.9612 1.1711
C 0.0091 -0.8757 0.6216
H -0.5388 -6.5158 0.9017
H -0.1623 -4.2867 -0.1240
H -0.0794 -2.5099 3.7652
H -0.4418 -4.7350 4.7942
S -4.0755 4.0040 1.4672
C -3.8959 4.1506 -0.2258
C -2.8852 3.3548 -0.6463
N -2.2543 2.6251 0.3394
C -2.7945 2.8839 1.4963
H -4.5173 4.8022 -0.8158
H -2.5403 3.2663 -1.6637
H -2.4728 2.4334 2.4206
C 5.3574 -1.2694 -0.2906
C 4.6110 -0.8615 -1.5684
C 5.4946 0.0755 -2.4032
C 4.2582 -2.1118 -2.3840
C 3.3704 -0.1673 -1.2013
C 2.3263 0.3765 -0.8984
H 6.2532 -1.8381 -0.5508
H 4.7229 -1.8865 0.3460
H 5.6553 -0.3889 0.2790
H 6.4299 -0.4265 -2.6610
H 5.7267 0.9827 -1.8450
H 4.9907 0.3638 -3.3274
H 5.1724 -2.6053 -2.7229
H 3.6612 -1.8477 -3.2589
H 3.6873 -2.8169 -1.7778
C 3.2123 5.0709 -2.0842
Si 1.3780 5.2570 -2.3455
C 1.0137 5.4968 -4.1579
C 0.7370 6.6989 -1.3625
Se 0.2888 3.4150 -1.6887
H 3.7570 5.8889 -2.5645
H 3.5648 4.1266 -2.5044
H 3.4511 5.0826 -1.0197
H 1.2083 6.5276 -4.4665
H -0.0314 5.2623 -4.3665
H 1.6347 4.8328 -4.7632
H 1.2737 7.6160 -1.6218
H 0.8631 6.5100 -0.2950
H -0.3261 6.8555 -1.5553
*
```

Here are the Mulliken charges for atoms 1 to 5, given in e: number 1, Hf, carries 0.22; number 2, Se, carries -0.14; number 3, Se, carries 0.21; number 4, C, carries 0.25; number 5, C, carries -0.84

The lowest energy relative to the best compared isomer or geometry (same formula, charge and spin) belongs to which entry? C48H49As2CuF3N2O2SbSi

The highest energy relative to the best compared isomer or geometry (same formula, charge and spin) belongs to which entry? C48H49HfN5S2Se3Si

The lowest energy relative to the best compared isomer or geometry (same formula, charge and spin) belongs to which entry? C48H49As2CuF3N2O2SbSi

The lowest energy relative to the best compared isomer or geometry (same formula, charge and spin) belongs to which entry? C48H49As2CuF3N2O2SbSi